Record 1
The following is a DFT calculation (ωB97M-V with the def2-TZVPD basis set) of a molecular structure, C17H16FN6O3PbS in a non-equilibrium geometry.

Geometry as XYZ:
```
45
Properties=species:S:1:pos:R:3:forces:R:3:mulliken_charge:R:1
Pb 0.86305 1.14600 -0.29981 1.2 -1.5 0.5 1.0387
O -3.81856 -0.86490 0.29654 0.9 0.9 0.1 -0.8092
C -3.71072 -2.15248 0.09341 -0.2 -1.2 0.1 0.1507
C -4.89430 -2.93510 -0.02404 0.0 1.5 0.0 -0.4262
C -4.78451 -4.25527 -0.39197 -1.2 -0.3 0.7 -0.4399
C -3.52757 -4.88404 -0.39093 -1.2 -1.4 -0.3 -0.4994
C -2.38969 -4.17711 -0.24318 1.7 1.2 -0.4 -0.3375
C -2.44410 -2.79735 -0.02863 -1.8 0.9 -0.1 0.5377
C -1.31467 -1.89987 -0.03359 4.2 -3.1 -0.7 0.0876
O -1.44446 -0.66237 0.13374 -0.6 2.4 0.4 -0.3759
N -0.12161 -2.52569 -0.24131 -3.7 -2.0 -0.1 -0.6080
N 0.95962 -1.84469 -0.14921 3.6 2.8 -0.2 0.3280
C 2.14416 -2.40630 -0.31553 -4.8 1.3 2.0 -0.7365
C 3.33205 -1.68321 -0.06679 1.7 0.7 -0.7 1.0948
C 4.37717 -2.45700 -0.58995 2.3 1.3 0.4 -0.5765
C 5.66983 -1.95085 -0.76991 -0.1 -0.4 0.9 -0.8285
C 5.89346 -0.68639 -0.24783 1.7 1.2 -0.8 -0.1336
C 4.93959 0.13246 0.30306 -2.2 0.5 2.2 -0.6508
C 3.56014 -0.33683 0.47488 0.7 -0.8 -0.8 0.4744
O 2.61852 0.36062 1.08941 0.3 0.0 -1.2 -0.8245
H -2.65674 -0.53798 0.26064 -0.8 -0.3 0.0 0.3663
H -5.81861 -2.31982 0.17433 0.7 -1.2 -0.6 0.2932
H -5.72824 -4.80746 -0.60453 0.9 0.2 0.3 0.2956
H -3.45391 -5.96593 -0.46331 -0.2 0.1 -0.4 0.3458
H -1.38331 -4.57622 -0.44621 -0.6 -0.1 0.5 0.3589
H 2.13284 -3.47239 -0.40980 0.3 -0.7 -0.4 0.2925
H 4.22230 -3.49728 -0.71798 -0.4 -0.8 -0.6 0.2950
H 6.57232 -2.52575 -1.05303 -1.0 0.1 -0.1 0.2853
H 6.92205 -0.27087 -0.35528 -0.7 -0.3 0.3 0.2666
H 5.18304 1.07667 0.90017 -0.2 -1.2 -1.4 0.2645
C -1.43342 5.93455 -0.85760 0.4 -0.4 1.2 -1.0620
C -1.52087 4.64394 -0.08955 -3.2 -0.4 -0.7 1.0480
N -2.60156 3.87315 -0.13590 1.1 -0.4 0.3 -0.8042
N -2.27880 2.77479 0.67245 1.3 1.1 -0.2 0.2961
C -1.01354 2.87083 1.19194 -2.0 1.7 -0.7 -0.0262
S -0.05087 1.96325 2.16866 0.3 -1.1 0.9 -0.3261
N -0.62393 4.11848 0.74389 1.7 -0.1 0.3 0.3198
N 0.60383 4.73729 0.92608 1.5 0.5 1.2 -0.9607
H -0.38072 6.11432 -1.09620 -0.4 0.1 -0.2 0.3167
H -1.80997 6.74199 -0.22893 0.3 0.1 0.1 0.2400
H -2.10876 5.89576 -1.69265 0.1 -0.2 -0.5 0.3526
H -2.93245 2.00844 0.75601 0.2 0.0 0.0 0.2055
H 0.87415 4.84421 1.95824 -0.8 -0.7 -2.1 0.2621
H 1.35229 4.24235 0.34503 -0.8 0.0 0.9 0.4084
F 2.02551 3.01404 -0.54485 -0.1 0.2 0.0 -0.7991
```
Forces are in eV/Å.

Summary:
HOMO level: -3.65 eV
energy above the lowest of the compared OMol25 structures with the same formula, charge and spin: 29.2 kcal per mole
net charge: -1
LUMO level: 2.5 eV
2S+1: 1

---

Record 2
The following is a DFT calculation (ωB97M-V with the def2-TZVPD basis set) of C17H16N2O3S2 in the gas phase in a non-equilibrium geometry.

Geometry as XYZ:
```
40
Properties=species:S:1:pos:R:3:forces:R:3:mulliken_charge:R:1
C -6.76034 -0.10707 2.20728 0.1 0.1 -0.4 -1.0228
C -6.98873 0.03344 0.70529 -0.2 -0.2 0.3 -0.4262
O -6.16719 1.02448 0.11966 0.0 0.2 -0.1 -0.4500
C -4.85456 0.76997 -0.11520 0.3 0.0 -0.1 0.6414
C -4.22756 -0.45521 0.07573 -0.4 0.0 0.1 0.1726
C -2.88336 -0.55379 -0.23650 0.4 0.4 -0.2 0.1820
C -2.14342 0.53747 -0.73257 -0.9 -0.5 0.4 -0.6065
C -2.78703 1.75758 -0.91706 0.0 -0.2 0.1 -0.6685
C -4.12210 1.86198 -0.61044 -0.2 -0.1 0.1 -0.6384
H -4.64831 2.79339 -0.74447 -0.1 0.1 0.0 0.4199
H -2.23132 2.59997 -1.29550 0.1 0.1 -0.1 0.4542
N -0.82746 0.27309 -0.98838 0.8 0.1 -0.3 -0.2621
C -0.51748 -0.93628 -0.71653 -1.1 0.0 0.2 0.4904
N 0.69713 -1.53307 -0.86746 0.0 -0.8 0.1 0.0117
C 1.90979 -1.00983 -1.26033 0.2 0.2 -0.5 0.3141
O 2.85773 -1.75246 -1.37025 0.1 0.0 0.0 -0.6422
C 1.98490 0.47785 -1.49704 0.2 0.1 -0.1 -0.7126
C 1.95422 1.22534 -0.14810 -0.2 -0.2 0.2 -0.9572
C 2.64481 0.38379 0.90922 -0.4 0.4 0.1 0.6316
O 2.01315 -0.25925 1.72359 0.0 0.0 -0.1 -0.6299
C 4.09758 0.33517 0.86263 0.9 -0.1 0.1 0.2406
C 4.90178 -0.48826 1.61382 -0.4 0.2 -0.2 -0.5514
C 6.26642 -0.33490 1.32879 0.2 0.1 -0.1 -0.4447
C 6.49409 0.60440 0.36757 -0.2 0.2 -0.2 -0.4155
S 5.05031 1.31311 -0.20822 0.0 -0.4 0.4 -0.1191
H 7.43455 0.92147 -0.03895 0.2 0.0 -0.1 0.4385
H 7.04841 -0.89331 1.81093 0.1 -0.1 0.1 0.4056
H 4.49857 -1.17652 2.33414 -0.1 -0.1 0.1 0.4736
H 2.44552 2.19224 -0.25540 0.0 0.0 0.0 0.4728
H 0.91845 1.37329 0.15759 0.2 0.0 0.0 0.3929
H 2.92264 0.67347 -2.01821 -0.1 -0.2 0.0 0.4680
H 1.14186 0.80342 -2.10478 0.1 0.0 0.0 0.4402
H 0.73588 -2.51823 -0.62930 0.2 0.2 -0.1 0.2511
S -1.84956 -1.94769 -0.09718 0.3 0.4 -0.2 -0.3731
H -4.74790 -1.32087 0.45056 -0.2 0.0 0.1 0.3906
H -8.00732 0.38379 0.51658 0.1 -0.1 0.0 0.3142
H -6.85685 -0.92930 0.19647 0.0 0.1 0.0 0.3266
H -5.74205 -0.42290 2.42011 0.1 0.0 0.1 0.3334
H -7.44997 -0.84091 2.61497 -0.1 -0.1 0.1 0.3516
H -6.93129 0.84878 2.69581 0.0 0.1 0.1 0.3026
```
Forces are in eV/Å.

Summary:
HOMO level: -7.98 eV
energy above the lowest of the compared OMol25 structures with the same formula, charge and spin: 5.7 kcal per mole
SMILES: CCOc1ccc2nc(NC(=O)CCC(=O)c3cccs3)sc2c1
LUMO level: 0.2 eV
2S+1: 1

---

Record 3
The following is a DFT calculation (ωB97M-V with the def2-TZVPD basis set) of a molecular structure, C17H16N3O4STi in a non-equilibrium geometry.

Geometry as XYZ:
```
42
Properties=species:S:1:pos:R:3:forces:R:3:mulliken_charge:R:1
Ti 8.93267 13.22870 5.53210 -0.2 0.5 -0.8 1.1187
N 12.01409 11.07807 3.80245 -1.9 0.6 0.0 -0.4321
C 11.30581 12.22434 4.15801 0.6 -2.3 -1.6 0.6876
S 9.63231 12.22331 3.46720 0.6 0.6 1.2 -0.3658
N 11.90321 13.09756 4.86057 -1.1 1.9 0.8 -1.0496
N 10.94406 14.10814 5.23093 0.1 -1.6 -0.1 0.6440
C 11.38119 15.28858 5.46253 1.2 -1.6 -0.5 -0.2710
C 10.50668 16.32673 5.81386 0.2 0.6 0.1 0.7651
C 10.95690 17.63152 5.76196 1.1 0.6 0.0 -0.9289
C 10.11974 18.67808 6.01230 -0.8 1.1 -0.5 -0.6090
C 8.76821 18.49177 6.29702 -1.2 -0.9 0.1 -0.4677
C 8.30957 17.17814 6.31866 1.2 0.3 0.6 -0.3233
C 9.19157 16.10130 6.12532 -2.0 0.8 0.2 0.3523
O 8.68491 14.86377 6.24515 -0.1 -0.6 -0.1 -0.6723
H 11.52408 10.52417 3.10908 0.6 0.0 0.1 0.2150
H 13.00581 11.13304 3.76176 0.6 0.0 0.0 0.2650
H 12.45669 15.44769 5.31720 -0.3 0.2 0.1 0.3861
H 12.01485 17.82204 5.52496 -0.6 -0.1 0.0 0.3520
H 10.43827 19.67297 5.80743 0.5 0.6 0.3 0.3965
H 7.96533 19.25598 6.51085 1.6 -0.5 -0.4 0.3295
H 7.31707 17.00627 6.63841 -0.9 -0.5 0.0 0.4696
C 10.77028 7.22667 6.67238 2.7 0.3 2.2 -0.7889
O 9.46544 7.11305 6.25298 -1.1 1.1 -0.3 -0.3683
C 8.78041 8.25414 6.17570 -0.3 -0.1 -0.4 0.9990
C 7.41417 8.08323 5.78134 -0.1 -0.9 0.5 -0.7471
C 6.59158 9.13847 5.50971 1.1 -0.6 0.8 -1.0479
C 7.11396 10.45872 5.62367 1.8 -1.0 0.6 0.3484
C 6.59634 11.51472 4.91934 0.5 2.6 -0.4 0.7781
C 5.52814 11.35764 3.92095 -0.5 2.2 -1.8 -1.2571
O 7.13490 12.72326 4.99301 -0.6 -1.1 -0.4 -0.4403
C 8.43525 10.57840 6.20321 -0.3 0.3 0.9 0.5489
O 8.83680 11.79736 6.62746 0.6 -0.6 -0.2 -0.6454
C 9.30373 9.50407 6.45955 -1.4 0.9 -0.9 -0.6073
H 10.89689 7.42980 7.79582 -0.6 -0.7 -1.4 0.3471
H 11.43452 7.98276 6.24513 -0.8 0.5 -0.7 0.2701
H 11.27005 6.33454 6.37137 0.1 -1.0 0.3 0.3046
H 7.13807 7.01040 5.83248 -0.3 1.0 -0.4 0.4233
H 5.53920 9.02196 5.36980 -0.4 -0.3 -0.5 0.5817
H 4.68443 12.07745 4.09047 0.6 -0.8 0.2 0.3290
H 5.19903 10.35922 3.75914 -0.4 -0.6 0.1 0.4376
H 5.90783 11.73178 2.89756 -0.2 -0.6 1.5 0.2849
H 10.30933 9.77794 6.69623 0.3 -0.3 0.4 0.3878
```
Forces are in eV/Å.

Summary:
HOMO level: -11.62 eV
net charge: +1
LUMO level: -4.4 eV
2S+1: 1

---

Record 4
The following is a DFT calculation (ωB97M-V with the def2-TZVPD basis set) of C17H16N4O2 in the gas phase.

Geometry as XYZ:
```
39
Properties=species:S:1:pos:R:3:forces:R:3:mulliken_charge:R:1
C -2.90978 4.01260 -2.41236 0.3 0.0 0.3 -1.0828
C -1.90087 4.57447 -1.42002 -0.5 0.2 0.0 -0.2387
H -1.39074 5.44876 -1.82949 0.0 -0.1 0.1 0.3046
H -2.40138 4.83673 -0.48163 0.1 0.0 -0.2 0.3065
O -0.86192 3.63520 -1.14496 0.3 0.0 -0.2 -0.3124
C -1.11816 2.70750 -0.22809 -0.5 0.3 0.1 0.1907
O -2.15393 2.61076 0.38023 0.2 0.0 -0.1 -0.5896
C 0.05521 1.79410 -0.02943 0.9 -0.2 -0.1 0.3882
N 1.22816 2.19207 -0.44050 -0.5 0.6 -0.2 -0.5998
C 2.26678 1.35155 -0.23348 0.0 -0.7 0.3 -0.1409
C 3.54953 1.73982 -0.66423 0.1 -0.1 0.0 -0.2955
C 4.62020 0.90945 -0.47157 -0.1 0.2 -0.1 -0.4606
C 4.45387 -0.33213 0.15407 -0.1 -0.3 0.1 -0.8006
C 3.21581 -0.73543 0.58517 0.1 -0.1 0.0 -0.4095
C 2.09856 0.09356 0.40369 0.0 0.5 -0.3 1.0197
C 0.75347 -0.20962 0.80925 -0.1 0.6 -0.1 0.4431
N -0.23217 0.64110 0.58100 0.0 -0.4 0.2 -0.4114
N 0.44735 -1.34833 1.45607 0.3 -0.4 0.1 -0.0814
H 1.15848 -2.05250 1.56700 0.0 0.1 0.0 0.1945
C -0.90787 -1.70956 1.79500 -0.3 0.1 0.1 -0.9132
C -1.40759 -2.87941 0.99217 -0.1 -0.2 0.0 0.7772
C -1.08821 -3.01882 -0.35634 0.0 0.2 0.3 -0.2350
N -1.49639 -4.02429 -1.10674 0.1 0.0 -0.5 -0.5970
C -2.26088 -4.94994 -0.55365 -0.2 -0.2 0.2 -0.3638
C -2.65032 -4.91395 0.77677 0.0 0.1 0.0 -0.2996
C -2.21031 -3.86095 1.56116 0.1 0.1 -0.2 -0.6449
H -2.48852 -3.79722 2.60415 0.0 0.0 0.1 0.3818
H -3.27673 -5.68954 1.18939 0.0 -0.1 0.0 0.3818
H -2.57131 -5.75272 -1.20900 -0.1 -0.1 0.0 0.3567
H -0.47358 -2.28129 -0.85696 0.1 0.1 0.0 0.4082
H -1.51671 -0.82311 1.58637 0.1 -0.2 0.2 0.3943
H -0.96722 -1.93894 2.86483 -0.1 0.1 -0.1 0.3773
H 3.11066 -1.69820 1.06586 0.0 -0.1 0.0 0.2970
H 5.30975 -0.97509 0.29655 0.0 -0.1 0.0 0.3990
H 5.60452 1.20641 -0.80237 0.1 0.0 0.0 0.3852
H 3.64880 2.70001 -1.14432 0.0 0.1 -0.1 0.4952
H -3.64994 4.77129 -2.65065 -0.1 0.1 0.0 0.3620
H -2.40597 3.70594 -3.32575 0.0 0.0 -0.1 0.3006
H -3.41329 3.15146 -1.98013 -0.1 0.0 0.0 0.3134
```
Forces are in eV/Å.

Summary:
HOMO level: -8.54 eV
energy above the lowest of the compared OMol25 structures with the same formula, charge and spin: 0.0 kcal per mole
SMILES: CCOC(=O)c1nc(NCc2cccnc2)c2ccccc2n1
LUMO level: 0.1 eV
2S+1: 1

---

Record 5
The following is a DFT calculation (ωB97M-V with the def2-TZVPD basis set) of a molecular structure, C17H16N4O5RuS.

Geometry as XYZ:
```
44
Properties=species:S:1:pos:R:3:forces:R:3:mulliken_charge:R:1
Ru 0.03038 -0.61582 -0.14461 -0.3 0.3 0.5 0.4626
O -3.65887 0.93375 -1.24525 -0.1 0.0 0.0 -0.4162
C -2.56883 0.57853 -0.64771 0.1 0.0 0.1 0.5784
O -1.81949 -0.30625 -1.06961 0.0 0.0 -0.1 -0.4747
C -2.31241 1.30227 0.64773 -0.1 0.0 0.0 -0.5404
O -1.00999 0.99957 1.14427 0.1 -0.1 -0.1 -0.4119
C -0.12196 2.13709 1.22761 0.1 0.0 0.0 -0.3930
C 0.64364 2.25846 -0.07676 -0.2 0.0 -0.1 0.5351
O 1.09185 3.26963 -0.51328 0.1 0.0 0.0 -0.5284
O 0.76088 1.07479 -0.69433 0.1 0.0 -0.2 -0.6238
H -3.81353 0.43148 -2.06620 0.0 0.0 0.0 0.4226
H -3.05746 0.95893 1.37084 0.0 0.0 0.0 0.3875
H -2.45757 2.37410 0.50998 0.0 0.0 0.0 0.5314
H 0.57080 1.92767 2.04201 0.0 0.0 0.0 0.3294
H -0.67096 3.04962 1.44590 0.0 0.0 0.0 0.3965
S 0.08555 -3.33041 3.24627 0.1 0.0 0.0 -0.1338
C -1.55821 -2.93471 2.92140 0.0 0.0 -0.1 -0.4628
C -1.69719 -1.98466 1.95957 0.0 0.0 0.1 -0.9923
C -0.42121 -1.60822 1.43936 -0.1 -0.1 0.0 0.6391
C 0.63291 -2.22725 2.08967 0.0 0.0 0.0 0.3707
C 1.96750 -1.79290 1.73119 0.0 0.0 0.0 0.8719
C 3.16017 -2.14163 2.33595 0.0 0.0 0.0 -0.9126
C 4.32929 -1.54018 1.89575 0.0 0.0 0.0 -0.5022
C 4.26812 -0.60549 0.87374 0.0 0.0 0.0 -1.1573
C 3.04318 -0.31262 0.30027 0.0 0.0 0.0 -0.2111
N 1.91579 -0.90206 0.71090 0.0 0.0 0.0 0.5591
H -2.33910 -3.45456 3.45498 0.0 0.0 0.0 0.5218
H -2.65732 -1.63078 1.61578 0.0 0.0 0.0 0.4199
H 3.16813 -2.85854 3.14570 0.0 0.0 0.0 0.5016
H 5.27670 -1.78971 2.35406 0.0 0.0 0.0 0.4683
H 5.15541 -0.10008 0.52072 0.0 0.0 0.0 0.4721
H 2.94573 0.41748 -0.49138 0.0 0.0 0.0 0.7458
N 2.91030 -2.80128 -4.10844 0.0 0.0 0.0 -0.3796
C 1.88371 -2.89144 -3.25392 0.0 0.0 0.0 0.3775
C 1.62246 -1.88544 -2.29448 -0.1 0.0 0.0 -0.1330
N 0.57542 -2.00279 -1.48650 0.1 -0.1 -0.2 0.4042
C -0.23479 -3.07429 -1.57813 0.1 0.0 0.0 -0.4203
C 0.07796 -4.06139 -2.49829 0.0 0.0 0.0 -0.4431
N 1.10823 -3.97737 -3.31807 0.0 0.0 0.0 -0.5265
H 3.49131 -1.98477 -4.17028 0.0 0.0 0.0 0.2026
H 3.03419 -3.53409 -4.78859 0.0 0.0 0.0 0.2640
H 2.23326 -0.99934 -2.21190 0.0 0.0 0.0 0.3185
H -1.09508 -3.12959 -0.92866 0.0 0.0 0.0 0.4950
H -0.53946 -4.94815 -2.57334 0.0 0.0 0.0 0.3870
```
Forces are in eV/Å.

Summary:
HOMO level (spin up / spin down): -14.88 / -14.88 eV
net charge: +2
LUMO level (spin up / spin down): -8.6 / -8.6 eV
2S+1: 1

---

Record 6
The following is a DFT calculation (ωB97M-V with the def2-TZVPD basis set) of C17H16N8O4S3 in the gas phase in a non-equilibrium geometry.

Geometry as XYZ:
```
48
Properties=species:S:1:pos:R:3:forces:R:3:mulliken_charge:R:1
O 3.75902 0.64273 -0.19341 -1.6 -0.1 -1.3 -0.7161
O 3.80388 2.75086 -1.37540 -2.2 -1.9 -0.5 -0.6694
O 2.00118 0.75688 -4.17960 -1.2 -0.4 2.0 -0.6388
O -0.03775 -0.60711 -4.14958 -0.1 1.3 1.3 -0.6611
N 2.60677 4.19037 2.63064 -0.2 1.1 0.2 -0.4851
N 3.37719 3.18292 2.69616 -0.7 -1.0 -1.0 -0.4473
N -0.44216 0.28297 2.74300 -0.4 0.4 1.7 -0.3457
N 1.60243 4.01710 1.75348 -0.9 0.0 -0.1 -0.2748
S -1.39636 0.44015 5.18108 0.4 -0.1 0.0 -0.2666
C -0.49934 -0.34715 3.91590 0.6 0.8 -3.0 0.4514
C 1.70467 2.80315 1.25622 1.4 -0.2 0.8 -0.5161
C -2.42280 3.95077 3.34370 0.8 -0.7 -0.8 -1.0042
C -2.27935 3.01266 4.36319 0.1 0.0 0.5 -0.1755
C -1.84303 3.66901 2.07369 -0.4 0.5 0.4 -0.1010
C -1.50998 1.73289 -0.53566 0.4 0.0 0.1 -0.4554
C -1.02158 1.13111 -1.70912 -0.5 -0.3 0.0 -0.8135
C -1.05712 1.53900 2.86773 0.4 -1.1 -0.3 -0.0022
C -1.57854 1.81322 4.12655 -1.0 1.1 -0.2 0.6408
C 0.77440 2.15469 0.24549 1.1 -0.4 -0.8 0.5128
C -1.18163 2.47375 1.83005 -0.1 0.8 -0.5 -0.1347
C -0.63528 2.16473 0.46061 0.8 -0.3 0.4 -0.2298
C 1.29211 1.54292 -0.95351 -1.0 0.0 -0.1 0.1685
C 0.34833 0.98713 -1.89192 1.5 0.2 0.0 0.5381
N 0.15126 -1.54960 3.98929 -0.6 0.1 0.6 -0.4716
N 2.83528 2.28343 1.85700 -0.9 -0.4 -0.9 0.4654
N 1.20622 -4.59081 -0.79363 0.3 0.8 -1.2 -0.6544
N 1.86110 -1.22694 -2.60134 -0.6 0.3 0.5 -0.1326
C 0.93411 -2.12182 -0.40938 0.1 -0.6 0.1 -0.3159
C 1.77207 -3.23317 -0.99653 0.7 -0.8 0.6 0.0232
C 1.06545 -2.26430 -1.90792 -0.6 0.3 0.1 -0.4073
S 3.13335 1.43585 -1.27364 2.8 1.7 2.0 1.3203
S 1.00212 0.04081 -3.36865 0.3 -1.7 -1.7 1.0731
H -2.91687 4.91332 3.46174 0.1 -0.3 0.3 0.3935
H -2.64756 3.19831 5.37875 0.0 0.1 -0.5 0.3602
H -1.91048 4.43936 1.27976 0.1 -0.7 0.5 0.4155
H -2.57936 1.83224 -0.30142 0.5 -0.3 -0.4 0.4772
H -1.74148 0.68424 -2.42027 0.7 0.4 0.3 0.4451
H 0.55243 -1.72783 4.88614 0.3 -0.5 0.2 0.2655
H 0.73280 -1.73030 3.17876 -0.1 0.1 0.3 0.2264
H 3.32477 1.45642 1.54157 0.2 -0.1 0.2 0.3233
H 1.58680 -5.05900 0.02163 0.1 0.3 0.0 0.2438
H 1.38897 -5.18899 -1.60093 0.0 0.2 0.3 0.2271
H 2.43910 -1.63743 -3.32414 0.1 0.1 -0.3 0.2674
H 1.51183 -1.35568 0.06942 -0.1 0.5 0.1 0.0844
H -0.00036 -2.44162 0.07801 0.6 0.3 -0.4 0.1794
H 2.88992 -3.13664 -0.96035 -1.1 0.1 0.1 0.3150
H 0.18170 -2.66233 -2.41657 0.4 0.3 -0.1 0.3280
H 3.26227 0.75823 -2.46609 -0.4 0.4 0.6 0.1738
```
Forces are in eV/Å.

Summary:
HOMO level: -8.71 eV
SMILES: Nc1nc2c(-c3ccc(S(=O)(=O)N[C@@H]4C[C@H]4N)c([SH](=O)=O)c3-c3nnn[nH]3)cccc2s1
LUMO level: -0.7 eV
2S+1: 1